Record 1
Entry from the Open Molecules 2025 dataset: a 2-piece molecular cluster, C3H10N3O overall (ωB97M-V/def2-TZVPD).

Geometry as ORCA input:
```
! wB97M-V def2-TZVPD RIJCOSX def2/J DEFGRID3
* xyz -2 2
O -1.56173 -0.81729 1.18248
N -2.00440 -0.17512 -1.03429
N 2.20988 0.17755 0.51281
C -1.91486 0.24686 0.43446
H 0.91226 0.76650 -2.45090
C 1.99041 0.64551 -0.67082
H -2.19305 -1.20581 -1.01484
H 2.71352 1.30192 -1.12564
H -2.91710 0.63498 0.69843
H 1.58060 -0.72947 2.20989
H 0.06529 0.03869 -1.08465
C 1.12347 -0.36757 1.29048
H -1.24279 1.14720 0.44574
H 0.58921 -1.18389 0.79013
H 0.38595 0.36282 1.57572
H -2.86829 0.17295 -1.45695
N 0.97653 0.29524 -1.53159
*
```

**LUMO level (spin up / spin down)**: 0.2627 / 0.2551 Ha
**Relative energy (zero: lowest compared OMol25 entry of this formula, charge and spin)**: 15.9 kcal/mol
**HOMO level (spin up / spin down)**: 0.1616 / 0.0006 Eh
**Kohn-Sham gap (spin up / spin down)**: 2.8 / 6.9 eV

***

Record 2
Entry from the Open Molecules 2025 dataset: a 2-piece molecular cluster, C3H10N3O overall (ωB97M-V/def2-TZVPD).

Geometry as ORCA input:
```
! wB97M-V def2-TZVPD RIJCOSX def2/J DEFGRID3
* xyz 1 1
H 1.88711 0.92901 -0.92412
H 0.67965 1.74094 -0.03207
H 0.14354 0.18481 2.94285
C -0.05366 -0.69846 -0.45740
C 0.62193 -0.76859 0.91181
N -1.31977 -0.31457 -0.63512
O 1.78818 -1.00213 0.97129
N 0.81856 1.16242 -0.84527
N 0.63776 -1.43763 -1.32549
H 0.52134 1.52987 -1.81438
C -0.24425 -0.52553 2.12802
H -1.36681 -0.37982 1.85640
H 0.63693 -1.39184 -2.29943
H 1.48693 -1.93844 -0.89972
H -0.41176 -1.47942 2.60187
H -1.79866 -0.27063 -1.50090
H -1.70586 0.32079 0.03863
*
```

**LUMO level**: -0.1584 Ha
**Relative energy (zero: lowest compared OMol25 entry of this formula, charge and spin)**: 59.0 kcal/mol
**HOMO level**: -0.5347 Eh
**Kohn-Sham gap**: 10.2 eV

***

Record 3
Entry from the Open Molecules 2025 dataset: a 2-piece molecular cluster, C3H10N3O overall (ωB97M-V/def2-TZVPD).

Geometry as ORCA input:
```
! wB97M-V def2-TZVPD RIJCOSX def2/J DEFGRID3
* xyz 1 3
H -1.10718 2.17215 0.74721
N 2.54198 -1.21960 2.62042
N 1.48917 -1.01682 1.51225
H 2.70821 -0.47825 3.28202
H -2.80667 2.07450 0.20389
H -0.43025 -1.84600 -1.13387
C -1.46265 1.05682 -1.03036
N -0.54513 0.19831 -0.82233
H 0.83957 -0.89980 -1.90627
H -1.70396 3.10848 -0.65101
H 2.76882 -2.17816 2.80040
H 0.03544 0.26265 0.04629
H -2.06105 0.96086 -1.93483
O 1.07562 0.10824 1.42894
H -0.80187 -0.89398 -2.59035
C -1.76528 2.15655 -0.11856
C -0.22456 -0.91483 -1.66684
*
```

**LUMO level (spin up / spin down)**: -0.1481 / -0.2213 Ha
**Relative energy (zero: lowest compared OMol25 entry of this formula, charge and spin)**: 12.2 kcal/mol
**HOMO level (spin up / spin down)**: -0.4311 / -0.5105 Eh
**Kohn-Sham gap (spin up / spin down)**: 7.7 / 7.9 eV

***

Record 4
Entry from the Open Molecules 2025 dataset: an isolated ion of composition C3H10N3O2 and charge +1 (ωB97M-V/def2-TZVPD).

Geometry as ORCA input:
```
! wB97M-V def2-TZVPD RIJCOSX def2/J DEFGRID3
* xyz 1 1
C -1.46070 0.63546 0.26631
H -2.84381 -0.51214 -0.66122
N 2.20916 -0.43942 -1.13662
H 2.41050 1.20747 0.73598
H -3.35079 1.14755 -0.56509
C 1.21929 -1.00814 0.98834
C -0.26289 0.07994 -0.66616
H -0.50718 -0.91964 -0.88880
N -2.78972 0.40100 -0.23249
H 1.54800 -0.54215 1.89529
H 2.18344 -1.51310 0.77732
H 0.35070 -1.63015 1.09466
H -1.43931 1.73035 0.65017
H -1.27356 0.07637 1.21667
O 1.71267 -0.68664 -2.17502
O 1.48579 1.21533 0.38554
N 1.02127 0.06541 -0.02220
H -0.21286 0.69250 -1.66268
*
```

**LUMO level**: -0.2214 Ha
**SMILES string**: C[N@+](O)(CCN)N=O
**Relative energy (zero: lowest compared OMol25 entry of this formula, charge and spin)**: 191.2 kcal/mol
**HOMO level**: -0.4743 Eh
**Kohn-Sham gap**: 6.9 eV

***

Record 5
Entry from the Open Molecules 2025 dataset: a 2-piece molecular cluster, C3H10N3S overall (ωB97M-V/def2-TZVPD).

Geometry as ORCA input:
```
! wB97M-V def2-TZVPD RIJCOSX def2/J DEFGRID3
* xyz 1 1
N -1.62402 -0.00247 1.39127
H 0.99551 -1.41201 0.20120
H -0.13885 2.10226 -0.36338
H 2.88626 -0.65079 1.51100
H -1.66550 2.15820 -1.09623
H 0.10938 -3.05944 0.36292
H -1.17187 0.08459 -2.17435
H 1.71972 0.43498 0.71717
H -1.84893 1.97535 1.40816
C -1.54398 1.12192 0.84683
S -1.26451 -1.25193 -0.21741
C -1.03582 1.48144 -0.49954
H 2.59565 -0.67410 -0.13966
H 0.40174 0.16022 -1.34625
C -0.68185 0.17977 -1.21065
N 0.12106 -2.11857 -0.11932
N 2.14601 -0.52942 0.72824
*
```

**LUMO level**: -0.1509 Ha
**Relative energy (zero: lowest compared OMol25 entry of this formula, charge and spin)**: 63.9 kcal/mol
**HOMO level**: -0.5085 Eh
**Kohn-Sham gap**: 9.7 eV

***

Record 6
Entry from the Open Molecules 2025 dataset: a 2-piece molecular cluster, C3H10N3S overall (ωB97M-V/def2-TZVPD).

Geometry as ORCA input:
```
! wB97M-V def2-TZVPD RIJCOSX def2/J DEFGRID3
* xyz 1 1
H 0.21804 -2.61585 -0.18098
N -0.37133 -2.01358 0.34045
S 0.35414 1.45416 1.02660
H -1.12719 -2.54052 0.68869
H -0.32666 -1.07910 2.21708
H -1.51954 2.95282 -0.83318
C 1.28175 -0.24445 1.09063
H 2.15392 -0.26515 1.80403
C 0.37479 -1.43253 1.41572
N -0.27897 0.33306 -2.16070
H 1.19417 -2.08988 1.89767
H -2.08721 2.68407 -2.45755
H -0.22158 -0.59224 -1.78118
H 1.68637 -0.40121 0.07559
H 1.09568 2.25171 0.16258
C -0.96420 1.17247 -1.61139
N -1.46220 2.42622 -1.69406
*
```

**LUMO level (spin up / spin down)**: -0.2028 / -0.2028 Ha
**Relative energy (zero: lowest compared OMol25 entry of this formula, charge and spin)**: 69.1 kcal/mol
**HOMO level (spin up / spin down)**: -0.4915 / -0.4914 Eh
**Kohn-Sham gap (spin up / spin down)**: 7.9 / 7.9 eV

***

Record 7
Entry from the Open Molecules 2025 dataset: C3H10N3S as an isolated structure (ωB97M-V/def2-TZVPD).

Geometry as ORCA input:
```
! wB97M-V def2-TZVPD RIJCOSX def2/J DEFGRID3
* xyz 1 1
H -1.71525 0.32232 1.13158
H 1.62205 1.87980 -0.29208
N -0.47043 -3.58625 -1.57817
S -0.45178 0.86877 -1.62665
N -0.16024 -1.75819 0.03039
H -0.67385 2.05989 -2.20439
C 0.22205 1.33628 1.01221
C -0.28648 -2.57095 -0.75544
H 0.96348 1.50737 1.86638
H -0.00323 -4.45986 -1.48657
H -0.34461 2.32332 1.12840
N -0.69630 0.30487 1.45436
H -1.39091 -3.71419 -1.87889
H 1.27901 0.02587 -0.17745
H -0.48637 0.06524 2.40610
H -0.40512 -0.75740 0.80972
C 0.88331 1.05295 -0.26449
*
```

**LUMO level**: -0.1073 Ha
**Relative energy (zero: lowest compared OMol25 entry of this formula, charge and spin)**: 46.2 kcal/mol
**HOMO level**: -0.4724 Eh
**Kohn-Sham gap**: 9.9 eV

***

Record 8
Entry from the Open Molecules 2025 dataset: a 2-piece molecular cluster, C3H10N3S overall (ωB97M-V/def2-TZVPD).

Geometry as ORCA input:
```
! wB97M-V def2-TZVPD RIJCOSX def2/J DEFGRID3
* xyz 1 3
C -2.26161 -0.88590 -1.11948
H 3.04911 -0.17804 1.67962
C 1.26888 -1.05289 1.61137
H -0.09393 -0.16594 0.10608
H -1.85424 -1.85711 -0.92249
H 0.68415 -1.88730 1.85694
H -0.31076 3.44392 -1.88316
N -1.17701 0.09300 -1.01925
C -0.17523 2.43237 -1.55682
H -2.98411 -0.73899 -0.31860
H -2.83249 -0.92476 -2.04495
H 2.90500 -1.44133 2.92545
N 0.91455 -0.28156 0.55279
N 2.41144 -0.75752 2.27336
H 1.39123 0.59659 0.48314
S -1.33283 1.31793 -1.95948
H 0.39786 2.28753 -0.66453
*
```

**LUMO level (spin up / spin down)**: -0.1389 / -0.1924 Ha
**Relative energy (zero: lowest compared OMol25 entry of this formula, charge and spin)**: 15.3 kcal/mol
**HOMO level (spin up / spin down)**: -0.3821 / -0.5145 Eh
**Kohn-Sham gap (spin up / spin down)**: 6.6 / 8.8 eV

***

Record 9
Entry from the Open Molecules 2025 dataset: C3H10N4 as an isolated structure (ωB97M-V/def2-TZVPD).

Geometry as ORCA input:
```
! wB97M-V def2-TZVPD RIJCOSX def2/J DEFGRID3
* xyz 0 1
H -1.45076 1.05209 -2.62040
H -0.53312 1.77817 1.67996
H 1.07104 1.14020 1.96577
H -0.47895 -1.76010 -1.33502
H -1.32021 -0.77242 0.52971
N 0.13091 -1.39176 1.84480
N -0.05132 -2.03327 -0.46026
H 1.25108 0.58956 -0.51975
N -0.67418 0.73509 -2.05848
N -0.79737 0.96037 -0.75356
H 0.90371 2.57394 0.94988
H 0.91793 -2.30058 -0.58074
H 0.24679 0.58497 -2.46732
H 0.27469 -2.39518 1.96411
C 0.30610 0.71988 0.02666
C 0.44000 1.62426 1.22090
C -0.23633 -1.10522 0.61374
*
```

**LUMO level (spin up / spin down)**: -0.0107 / 0.0172 Ha
**Relative energy (zero: lowest compared OMol25 entry of this formula, charge and spin)**: 98.2 kcal/mol
**HOMO level (spin up / spin down)**: -0.2623 / -0.2890 Eh
**Kohn-Sham gap (spin up / spin down)**: 6.8 / 8.3 eV

***

Record 10
Entry from the Open Molecules 2025 dataset: a 2-piece molecular cluster, C3H10N4 overall (ωB97M-V/def2-TZVPD).

Geometry as ORCA input:
```
! wB97M-V def2-TZVPD RIJCOSX def2/J DEFGRID3
* xyz 0 1
H -0.89436 1.00654 -1.12576
H -2.29764 -0.86568 -0.20710
C 0.61761 -0.53612 -0.17549
H 2.27968 1.59622 2.36329
C -2.20601 0.13576 0.22266
H -0.37600 1.19836 0.63600
H -0.15476 -1.60998 1.24450
C 1.26827 -0.52390 -1.53064
H 1.31200 0.48777 -1.93298
H -3.02456 0.74839 -0.15345
N 1.83014 0.73052 1.98779
H 0.72214 -1.17535 -2.21524
N -0.92775 0.74532 -0.14562
H 2.28518 -0.90156 -1.44599
H -2.26362 0.02970 1.30366
N 0.32176 -1.66221 0.34852
N 1.50791 0.59619 0.82586
*
```

**LUMO level**: 0.0300 Ha
**SMILES string**: [H]/N=C(C)\N=N\[H].CN
**Relative energy (zero: lowest compared OMol25 entry of this formula, charge and spin)**: 116.9 kcal/mol
**HOMO level**: -0.2517 Eh
**Kohn-Sham gap**: 7.7 eV

***

Record 11
Entry from the Open Molecules 2025 dataset: a 2-piece molecular cluster, C3H10N4 overall (ωB97M-V/def2-TZVPD).

Geometry as ORCA input:
```
! wB97M-V def2-TZVPD RIJCOSX def2/J DEFGRID3
* xyz 0 1
C -0.28980 -0.81438 -0.13042
H -0.17824 -1.49973 -0.97596
H -3.35542 0.13688 -0.91967
H 1.87611 1.76069 0.92811
H -2.16822 1.80900 0.37674
H -0.25035 1.59844 0.31921
C -1.47883 -0.02691 -0.07609
N -1.35494 1.21088 0.36117
N 1.21472 1.68406 0.16270
H 2.78550 -0.54155 0.80653
H 1.72134 1.69022 -0.71896
N 0.71699 -0.44013 0.62614
H -2.66008 -1.43548 -0.97358
H 1.93279 -2.07188 1.00798
H 2.17347 -1.40978 -0.62349
C 1.96542 -1.14618 0.42309
N -2.65045 -0.50416 -0.59351
*
```

**LUMO level (spin up / spin down)**: 0.0189 / 0.0190 Ha
**Relative energy (zero: lowest compared OMol25 entry of this formula, charge and spin)**: 66.5 kcal/mol
**HOMO level (spin up / spin down)**: -0.2404 / -0.2406 Eh
**Kohn-Sham gap (spin up / spin down)**: 7.1 / 7.1 eV

***

Record 12
Entry from the Open Molecules 2025 dataset: a 2-piece molecular cluster, C3H10N4O overall (ωB97M-V/def2-TZVPD).

Geometry as ORCA input:
```
! wB97M-V def2-TZVPD RIJCOSX def2/J DEFGRID3
* xyz 0 1
H -0.00328 2.07531 -2.80417
C 0.71043 0.28515 -2.32698
H -1.33805 0.58211 -0.66664
O 0.64704 -0.18248 -3.43564
C -1.18223 -0.23305 1.25686
N 0.25343 -0.48797 3.18208
H 1.75340 -1.24546 -1.51052
C -0.13035 -0.78957 1.84717
H -1.91555 0.33531 1.83263
H 0.71406 -0.41954 -0.44245
H 0.68175 0.42461 3.20867
H 0.92135 -1.16022 3.51879
H 0.71571 2.03913 -1.28044
H -2.38463 -0.62158 -0.27723
N -1.44442 -0.27440 -0.14776
N 1.29487 -0.38586 -1.26981
N 0.19135 1.53238 -1.98292
H 0.51510 -1.47389 1.29836
*
```

**LUMO level**: 0.0307 Ha
**SMILES string**: N/C=C/N.NC(N)=O
**Relative energy (zero: lowest compared OMol25 entry of this formula, charge and spin)**: 25.6 kcal/mol
**HOMO level**: -0.3262 Eh
**Kohn-Sham gap**: 9.7 eV

***

Repeat the second record exactly.
Entry from the Open Molecules 2025 dataset: a 2-piece molecular cluster, C3H10N3O overall (ωB97M-V/def2-TZVPD).

Geometry as ORCA input:
```
! wB97M-V def2-TZVPD RIJCOSX def2/J DEFGRID3
* xyz 1 1
H 1.88711 0.92901 -0.92412
H 0.67965 1.74094 -0.03207
H 0.14354 0.18481 2.94285
C -0.05366 -0.69846 -0.45740
C 0.62193 -0.76859 0.91181
N -1.31977 -0.31457 -0.63512
O 1.78818 -1.00213 0.97129
N 0.81856 1.16242 -0.84527
N 0.63776 -1.43763 -1.32549
H 0.52134 1.52987 -1.81438
C -0.24425 -0.52553 2.12802
H -1.36681 -0.37982 1.85640
H 0.63693 -1.39184 -2.29943
H 1.48693 -1.93844 -0.89972
H -0.41176 -1.47942 2.60187
H -1.79866 -0.27063 -1.50090
H -1.70586 0.32079 0.03863
*
```

**LUMO level**: -0.1584 Ha
**Relative energy (zero: lowest compared OMol25 entry of this formula, charge and spin)**: 59.0 kcal/mol
**HOMO level**: -0.5347 Eh
**Kohn-Sham gap**: 10.2 eV

***

Q: Which value of relative energy (zero: lowest compared OMol25 entry of this formula, charge and spin) does entry 9 give?
A: 98.2 kcal/mol